Here is a molecular structure, C6H10 from the Open Molecules 2025 dataset. Energies are from ωB97M-V with the def2-TZVPD basis set.

- lowest unoccupied orbital energy (Eh) = 0.04155
- total charge = 0
- 2S+1 = 1
- largest force on an atom (Eh/bohr) = 0.0076
- HOMO (eV) = -6.57
- energy relative to the best compared isomer or geometry (same formula, charge and spin) (kJ/mol) = 466.0

Last column: natural (NBO) charge in e.
Positions of all 16 atoms, in Å:
C1 1.9960 -0.1514 0.0364  -0.66
C2 0.6570 0.1468 -0.2880  0.08
C3 -0.0970 1.3618 0.1391  -0.45
C4 -0.8018 0.3112 0.9764  -0.46
C5 -1.5184 -0.5905 -0.0080  -0.41
C6 -0.3153 -0.8015 -0.9639  -0.43
H1 2.6799 0.6332 0.3409  0.23
H2 2.3767 -1.1476 -0.1590  0.22
H3 0.8792 -0.3329 0.9380  0.42
H4 0.5122 2.0626 0.7156  0.22
H5 -0.6572 1.8812 -0.6538  0.20
H6 -1.1830 0.5658 1.9652  0.22
H7 -1.8645 -1.5327 0.4295  0.21
H8 -2.3774 -0.1277 -0.5241  0.18
H9 -0.4724 -0.4982 -2.0071  0.22
H10 0.0618 -1.8289 -0.9614  0.22

=====

Here is a molecular structure, C2H12N3SZr at a distorted geometry from the Open Molecules 2025 dataset. Energies are from ωB97M-V with the def2-TZVPD basis set.

- lowest unoccupied orbital energy (Eh) = -0.13024
- total charge = +1
- 2S+1 = 1
- largest force on an atom (Eh/bohr) = 0.0322
- HOMO (eV) = -12.64

Last column: natural (NBO) charge in e.
Positions of all 19 atoms, in Å:
C1 -1.0724 -1.0097 -1.3668  -1.17
Zr1 -0.2190 0.3057 0.2117  1.79
N1 1.4039 1.0168 -1.3713  -1.13
H1 -1.2019 -0.7436 1.2207  -0.41
H2 -1.3374 1.5991 -0.2679  -0.39
H3 -2.0439 -1.4097 -1.0433  0.26
H4 -0.3646 -1.8493 -1.4977  0.23
H5 -1.2183 -0.4857 -2.3225  0.23
H6 2.3331 0.6836 -1.1065  0.41
H7 1.4469 2.0376 -1.4449  0.42
H8 1.2272 0.6606 -2.3174  0.43
N2 -0.0062 -1.2185 4.2322  -0.74
C2 0.3578 -0.1389 3.5359  0.40
N3 -0.0597 1.0682 3.9553  -0.76
S1 1.4198 -0.3241 2.1531  -0.30
H9 -0.6373 -1.1688 5.0354  0.42
H10 0.2251 -2.1280 3.8392  0.44
H11 0.2552 1.9031 3.4671  0.43
H12 -0.5101 1.2014 4.8556  0.42

=====

Here is a molecular structure, C37H35AuN4O2Te at a distorted geometry from the Open Molecules 2025 dataset. Energies are from ωB97M-V with the def2-TZVPD basis set.

- lowest unoccupied orbital energy (Eh) = 0.14493
- total charge = -2
- 2S+1 = 1
- largest force on an atom (Eh/bohr) = 0.0248
- HOMO (eV) = 0.56
- energy relative to the best compared isomer or geometry (same formula, charge and spin) (kJ/mol) = 318.7

Last column: Mulliken charge in e.
Positions of all 80 atoms, in Å:
Au1 0.9276 0.5677 1.7229  1.68
N1 -1.7422 -0.9865 1.6335  -0.68
C1 -0.6765 -0.6472 1.0742  -1.05
H1 -2.5187 -1.2854 1.0416  0.33
N2 -0.0421 0.4594 9.1152  -0.63
C2 0.0922 0.4513 7.9706  0.07
C3 0.2601 0.4540 6.5512  0.59
C4 1.4199 -0.0555 5.9597  -0.75
C5 1.5745 -0.0177 4.5866  -0.03
C6 0.5976 0.5059 3.7219  -0.87
C7 -0.5597 0.9945 4.3487  0.40
C8 -0.7324 0.9795 5.7202  -0.80
H2 2.1948 -0.4749 6.5908  0.38
H3 2.4931 -0.4131 4.1672  0.38
H4 -1.3628 1.3880 3.7347  0.49
H5 -1.6412 1.3680 6.1657  0.40
C9 -4.0820 -4.6808 -4.8248  -1.53
C10 -3.2805 -3.7479 -3.9503  0.93
C11 -2.8574 -4.1310 -2.6872  -0.95
C12 -2.1215 -3.2670 -1.8761  1.47
C13 -1.6229 -3.7873 -0.5506  -1.28
C14 -1.8044 -1.9617 -2.2916  -0.91
Te1 -0.3147 -0.4240 -1.1739  0.60
N3 1.3545 0.4611 -0.2188  -0.03
C15 1.9254 1.3265 -1.0926  0.60
O1 1.7778 1.1101 -2.3287  -0.77
C16 2.7076 2.4556 -0.5855  -0.19
C17 3.6414 3.0396 -1.4186  -0.19
C18 4.4420 4.1216 -1.0489  -0.86
C19 4.2935 4.6413 0.2665  -0.31
C20 3.3817 4.1438 1.1399  -1.50
C21 2.4373 3.0068 0.8104  2.20
C22 1.0575 -1.9507 -1.8151  0.93
C23 1.2584 -2.0118 -3.1943  -0.67
C24 2.2038 -2.8523 -3.7552  -0.86
C25 2.9730 -3.6614 -2.9319  -0.59
C26 2.7865 -3.6061 -1.5616  -0.60
C27 1.8447 -2.7520 -0.9819  1.17
C28 1.7467 -2.7207 0.5177  -1.72
C29 -2.2130 -1.5950 -3.5897  1.40
C30 -1.9067 -0.2305 -4.1834  -1.80
C31 -2.9353 -2.4793 -4.3917  -0.87
H6 -4.3377 -5.5940 -4.2855  0.34
H7 -3.5211 -4.9599 -5.7207  0.29
H8 -5.0105 -4.2078 -5.1542  0.34
H9 -3.0964 -5.1301 -2.3282  0.23
H10 -2.1666 -4.6837 -0.2418  0.43
H11 -1.7157 -3.0388 0.2316  -0.05
H12 -0.5647 -4.0484 -0.6377  0.12
H13 3.7311 2.6214 -2.4164  0.30
H14 5.1594 4.5481 -1.7413  0.30
H15 4.9237 5.4738 0.5766  0.31
H16 3.2877 4.5661 2.1395  0.23
H17 1.3959 3.4120 0.8115  -0.41
H18 0.6657 -1.3710 -3.8344  0.34
H19 2.3441 -2.8722 -4.8298  0.40
H20 3.7202 -4.3249 -3.3529  0.35
H21 3.3861 -4.2345 -0.9104  0.38
H22 2.0095 -3.6896 0.9484  0.57
H23 0.7500 -2.4425 0.8484  0.23
H24 2.4299 -1.9681 0.9199  0.24
H25 -1.0145 0.2135 -3.7488  0.24
H26 -2.7319 0.4649 -4.0012  0.33
H27 -1.7659 -0.3064 -5.2639  0.39
H28 -3.2337 -2.1692 -5.3920  0.33
C32 2.4613 1.9518 1.9421  -2.28
H29 3.4442 1.4666 1.9307  0.40
H30 2.3916 2.4762 2.9043  0.54
O2 -1.2942 1.7415 0.1981  -0.47
N4 -1.8796 2.7582 0.6800  0.25
C33 -3.0969 3.1360 0.2147  -0.24
C34 -3.7321 4.2516 0.7100  -0.62
C35 -3.1368 5.0187 1.7014  -0.26
C36 -1.9045 4.6016 2.1817  -1.30
C37 -1.2975 3.4743 1.6761  -0.05
H31 -3.4921 2.4904 -0.5539  0.48
H32 -4.7029 4.5194 0.3150  0.37
H33 -3.6258 5.8952 2.1020  0.36
H34 -1.4012 5.1482 2.9672  0.43
H35 -0.3559 3.0764 2.0274  0.57

=====

Here is 4 unconnected molecules or ions with the total composition CH10NO3 at a distorted geometry from the Open Molecules 2025 dataset. Energies are from ωB97M-V with the def2-TZVPD basis set.

- lowest unoccupied orbital energy (Eh) = -0.18809
- total charge = +1
- 2S+1 = 1
- largest force on an atom (Eh/bohr) = 0.1231
- HOMO (eV) = -14.71
- energy relative to the best compared isomer or geometry (same formula, charge and spin) (kJ/mol) = 134.5

Last column: natural (NBO) charge in e.
Positions of all 15 atoms, in Å:
C1 -0.9638 0.2507 2.2220  0.11
N1 -0.7898 0.1585 0.9298  -0.54
H1 -1.5858 0.9661 2.7724  0.25
H2 -0.6800 -0.8161 2.6416  0.23
H3 -0.3985 -0.6597 0.6321  0.46
H4 -0.9819 0.9569 0.3093  0.45
H5 0.6863 -0.4907 -1.9245  0.49
H6 1.8361 -0.9192 -0.9830  0.49
O1 0.9116 -0.6706 -0.9445  -0.97
H7 1.1921 3.4464 -1.9773  0.47
H8 1.9274 3.6076 -0.7917  0.46
O2 1.2871 3.0937 -1.1029  -0.93
H9 -0.8942 -3.4771 0.0044  0.48
H10 -0.6171 -2.8599 -1.3275  0.48
O3 -0.9296 -2.5867 -0.4602  -0.96

=====

Here is 12 unconnected molecules or ions with the total composition C49H87N5O18S4 at a distorted geometry from the Open Molecules 2025 dataset. Energies are from ωB97M-V with the def2-TZVPD basis set.

- lowest unoccupied orbital energy (Eh) = 0.01087
- total charge = 0
- 2S+1 = 1
- largest force on an atom (Eh/bohr) = 0.0746
- HOMO (eV) = -9.16
- energy relative to the best compared isomer or geometry (same formula, charge and spin) (kJ/mol) = 5.3

Last column: Mulliken charge in e.
Positions of all 163 atoms, in Å:
C1 -3.2498 -7.7509 -4.1079  -0.83
O1 -1.9492 -7.2314 -4.1006  -0.37
C2 -1.6421 -6.3361 -3.0300  -0.35
C3 -0.4344 -5.3324 -3.2585  -0.55
O2 -0.7656 -4.2227 -4.0238  0.12
C4 -0.2715 -4.2010 -5.3487  -0.79
H1 -4.0284 -7.0179 -4.1852  0.30
H2 -3.4868 -8.1491 -3.1621  0.38
H3 -3.2648 -8.6003 -4.8077  0.26
H4 -1.6096 -6.8532 -2.0465  0.47
H5 -2.4591 -5.6181 -2.9303  0.15
H6 0.3980 -5.9313 -3.7403  0.38
H7 0.1100 -4.9792 -2.3384  0.23
H8 0.8013 -4.0610 -5.3639  0.27
H9 -0.7373 -3.2977 -5.8594  -0.01
H10 -0.5984 -5.0021 -5.9493  0.43
C5 3.3267 4.1169 4.0872  -0.59
O3 1.9459 3.7644 3.9546  -0.33
C6 1.6148 2.3901 4.2333  -1.49
C7 1.8877 1.3716 3.1607  1.36
O4 3.2612 1.2888 2.8732  -0.54
C8 3.6039 0.5195 1.7448  0.18
H11 3.8074 4.2572 3.1092  0.03
H12 3.8874 3.3174 4.5875  0.38
H13 3.3885 5.0670 4.6822  0.25
H14 0.5592 2.4093 4.4837  0.38
H15 2.1374 2.0637 5.0905  0.61
H16 1.2848 1.4602 2.2072  -0.20
H17 1.5958 0.4408 3.6354  -0.02
H18 3.3250 -0.5405 1.9942  0.09
H19 4.6808 0.5576 1.5782  0.30
H20 2.9054 0.8111 0.9718  -0.29
C9 -4.1259 3.0403 1.5807  -1.05
O5 -2.8751 2.1472 1.4207  0.62
C10 -2.2981 2.4021 0.1194  -0.71
C11 -1.0707 1.5087 0.1195  0.65
O6 -1.3208 0.1882 -0.0176  1.19
C12 -1.6268 -0.2392 -1.3504  -0.84
H21 -4.3942 2.7170 2.5631  0.22
H22 -4.9073 2.6921 0.9135  0.30
H23 -3.8009 4.0390 1.4185  0.32
H24 -2.0635 3.4013 -0.1220  0.12
H25 -2.9782 2.0503 -0.7331  0.32
H26 -0.6992 1.6697 1.1364  -1.58
H27 -0.3334 1.8037 -0.5891  0.50
H28 -0.7956 -0.4336 -2.0233  -0.26
H29 -2.3395 0.3959 -1.8247  0.42
H30 -2.1263 -1.1917 -1.2477  -0.15
O7 -2.4663 -0.3760 -6.8535  -0.71
S1 -2.0812 -0.1577 -5.4922  1.25
O8 -2.7912 0.8964 -4.8192  -0.59
O9 -2.1596 -1.5107 -4.7442  -0.16
C13 -3.5285 -1.9541 -4.3413  -0.11
C14 -3.8359 -3.2855 -5.0775  -1.10
C15 -0.3773 0.0735 -5.3063  -0.63
H31 -4.1940 -1.1081 -4.5167  0.66
H32 -3.3314 -2.1254 -3.2682  -0.17
H33 -3.0918 -4.0301 -4.9153  0.00
H34 -3.9594 -3.0744 -6.1022  0.37
H35 -4.7743 -3.7174 -4.6723  0.42
H36 -0.0489 0.8687 -6.0062  0.47
H37 0.1510 -0.8402 -5.5088  0.26
H38 -0.0966 0.4257 -4.3478  0.01
O10 -2.4963 2.0472 4.2850  -0.72
S2 -2.1435 0.6872 4.1411  1.26
O11 -0.7862 0.3241 3.8790  -0.83
O12 -2.4862 -0.0522 5.4898  -0.27
C16 -3.6412 0.1940 6.2951  -0.08
C17 -3.2790 0.5170 7.7157  -1.25
C18 -3.1545 -0.2604 3.0610  -0.68
H39 -4.1073 -0.8300 6.1681  0.28
H40 -4.2874 0.9947 5.7564  0.32
H41 -4.1616 0.3090 8.3162  0.38
H42 -2.8992 1.5572 7.8046  0.28
H43 -2.5386 -0.1853 8.0253  0.32
H44 -4.1625 -0.0612 3.4816  0.45
H45 -3.0415 -1.3164 3.2591  0.59
H46 -3.1045 0.0336 2.0219  -0.31
O13 -1.1654 7.1493 3.2250  -0.74
S3 -1.3878 6.0841 2.3225  1.25
O14 -2.6274 6.0976 1.6084  -0.66
O15 -0.2123 6.1429 1.2355  -0.23
C19 1.1886 6.3648 1.6938  0.24
C20 2.0396 6.8320 0.5612  -0.79
C21 -1.1883 4.5359 3.1033  -0.08
H47 1.6856 5.4806 2.1684  -0.12
H48 1.0907 7.1589 2.5112  0.41
H49 2.1649 6.0364 -0.1779  -0.18
H50 3.0727 7.0657 0.8953  0.42
H51 1.6335 7.7222 0.0360  0.37
H52 -0.2231 4.3196 3.5105  -0.02
H53 -1.3647 3.8224 2.3609  -0.28
H54 -1.9922 4.4494 3.8791  0.47
O16 1.6580 0.8405 -1.1576  -0.19
S4 2.1454 -0.3676 -1.7737  0.82
O17 1.6849 -0.7509 -3.0544  -0.61
O18 3.7361 -0.3339 -1.8676  -0.21
C22 4.2865 0.5172 -2.9351  -0.01
C23 5.7647 0.8521 -2.6811  -1.44
C24 1.9267 -1.7494 -0.6031  0.19
H55 3.6840 1.4107 -3.1278  0.20
H56 4.1747 -0.1069 -3.8138  0.36
H57 6.2559 -0.1030 -2.5170  0.39
H58 6.0442 1.4666 -1.8611  0.32
H59 6.2267 1.2209 -3.6339  0.36
H60 2.0730 -2.7013 -1.1144  0.52
H61 0.8785 -1.6295 -0.2267  -0.42
H62 2.6211 -1.5281 0.2818  -0.28
N1 5.4864 -5.3229 0.5369  -0.52
C25 5.3455 -4.4571 1.5543  -0.05
C26 5.5335 -4.7783 2.8986  -0.54
C27 5.9302 -6.0435 3.1596  -0.16
C28 6.1137 -6.9711 2.1997  -0.35
C29 5.7620 -6.5585 0.8942  -0.29
H63 5.2112 -3.3846 1.3809  0.40
H64 5.5671 -4.0006 3.6257  0.43
H65 6.2306 -6.3850 4.1710  0.30
H66 6.5715 -7.9278 2.3720  0.38
H67 5.8198 -7.2805 0.1362  0.42
N2 -5.5621 -2.5472 -0.1449  -0.58
C30 -5.7227 -3.8500 -0.0713  -0.43
C31 -4.7278 -4.6670 0.3929  -0.35
C32 -3.6187 -4.0744 0.9803  -0.77
C33 -3.4160 -2.7543 0.8480  0.51
C34 -4.4161 -2.0272 0.2954  -0.48
H68 -6.5900 -4.2958 -0.5558  0.35
H69 -4.8087 -5.7821 0.3732  0.37
H70 -2.9243 -4.7593 1.4837  0.33
H71 -2.5377 -2.2605 1.1852  0.53
H72 -4.2562 -0.9380 0.0924  0.51
N3 0.1141 4.9567 -3.4924  -0.33
C35 -0.3527 5.6916 -2.5297  -0.38
C36 -1.6889 5.7380 -2.1106  -0.69
C37 -2.5389 4.8738 -2.7335  0.01
C38 -2.1318 4.0707 -3.7816  -0.35
C39 -0.7617 4.1670 -4.1207  -0.67
H73 0.3924 6.1615 -1.9875  0.62
H74 -1.8994 6.3534 -1.2431  0.43
H75 -3.6216 4.9005 -2.4672  0.31
H76 -2.8349 3.3269 -4.1873  0.43
H77 -0.3334 3.6856 -4.9484  0.61
N4 3.3714 3.7732 -0.8800  0.52
C40 4.4931 4.4209 -0.5985  -0.49
C41 5.1111 5.3528 -1.4086  -0.52
C42 4.5181 5.6299 -2.6122  -0.65
C43 3.3124 5.0309 -2.8912  -0.42
C44 2.7591 4.1800 -1.9888  -0.51
H78 4.9787 4.1931 0.3595  0.30
H79 5.9916 5.8695 -0.9858  0.39
H80 4.9440 6.3318 -3.2859  0.48
H81 2.8353 5.2242 -3.8725  0.41
H82 1.7889 3.7712 -2.2540  0.40
N5 0.0330 -3.4735 1.4971  0.06
C45 0.1068 -2.5526 2.4697  0.00
C46 0.1966 -2.7899 3.8233  -0.65
C47 0.1315 -4.0377 4.2706  -0.58
C48 0.1044 -5.0586 3.3447  -0.54
C49 0.1182 -4.7478 1.9803  -0.77
H83 0.1118 -1.5494 2.1088  0.78
H84 0.2341 -1.8643 4.3952  0.40
H85 0.1673 -4.2219 5.3265  0.48
H86 -0.0198 -6.0668 3.6949  0.47
H87 0.1090 -5.5189 1.2201  0.43

=====

Here is a molecular structure, C2HO2Sm at a distorted geometry from the Open Molecules 2025 dataset. Energies are from ωB97M-V with the def2-TZVPD basis set.

- lowest unoccupied orbital energy (spin up / spin down) (Eh) = -0.05624 / -0.05604
- total charge = 0
- 2S+1 = 8
- largest force on an atom (Eh/bohr) = 0.0551
- HOMO (spin up / spin down) (eV) = -7.23 / -7.26
- energy relative to the best compared isomer or geometry (same formula, charge and spin) (kJ/mol) = 55.2

Last column: Mulliken charge in e.
Positions of all 6 atoms, in Å:
C1 -1.1211 -0.0933 -0.1654  0.07
C2 -1.2110 -1.2263 0.3161  -0.46
H1 -1.6221 -2.1473 0.6865  0.33
O1 2.7940 0.4519 0.3310  -0.65
Sm1 1.6475 2.0757 -0.6399  1.45
O2 -0.4872 0.9394 -0.5283  -0.75

=====

Here is 2 unconnected molecules or ions with the total composition CH3NOP2S at a distorted geometry from the Open Molecules 2025 dataset. Energies are from ωB97M-V with the def2-TZVPD basis set.

- lowest unoccupied orbital energy (Eh) = -0.02582
- total charge = 0
- 2S+1 = 1
- largest force on an atom (Eh/bohr) = 0.0789
- HOMO (eV) = -8.42
- energy relative to the best compared isomer or geometry (same formula, charge and spin) (kJ/mol) = 208.1

Last column: natural (NBO) charge in e.
Positions of all 9 atoms, in Å:
C1 -0.7511 -1.4853 -0.3493  0.05
N1 0.3783 -1.0828 -0.0561  -0.79
O1 2.0860 0.7346 0.2153  -1.06
P1 2.0468 -0.6800 -0.1911  1.47
P2 0.0225 2.3519 0.4487  0.54
S1 -1.2741 1.6797 -0.7788  -0.46
H1 -1.2271 -1.3046 -1.2656  0.18
H2 -1.4002 -1.6054 0.5852  0.17
H3 0.1190 1.3918 1.3918  -0.10